The following is a quantum chemistry calculation of a 9-piece molecular cluster, C32H56O18S overall, from the Open Molecules 2025 dataset.

Geometry (Å):
C  11.7252  -6.7821  -6.4824
C  12.5103  -6.0235  -7.5771
C  12.0605  -4.5507  -7.7897
O  13.1868  -3.7815  -7.5897
C  14.2657  -4.5562  -7.1926
O  15.3951  -4.0607  -7.0255
O  13.8518  -5.7454  -6.9834
H  11.8423  -6.0736  -5.6624
H  12.4018  -7.5976  -6.2270
H  10.7062  -7.1342  -6.6429
H  12.6036  -6.5554  -8.5239
H  11.2296  -4.1256  -7.2268
H  11.8352  -4.5566  -8.8562
C  1.9944  -3.7181  7.9539
C  1.3695  -4.1746  9.2585
C  1.1876  -3.1952  10.3596
O  -0.1927  -3.4317  10.6705
C  -0.8016  -4.1862  9.8396
O  -2.0183  -4.4624  9.9109
O  -0.0078  -4.4756  8.8664
H  1.9688  -2.6306  8.0225
H  1.3161  -4.0531  7.1692
H  3.0344  -4.0444  7.9519
H  1.8000  -5.0961  9.6506
H  1.4899  -2.1654  10.1694
H  1.7674  -3.5226  11.2225
C  12.1863  1.0461  -3.6914
C  11.4689  1.7628  -2.4870
C  9.9230  1.9168  -2.6204
O  9.4390  1.4216  -1.3729
C  10.3036  0.6450  -0.8280
O  9.9938  -0.1374  0.0844
O  11.5025  0.7786  -1.3889
H  12.2797  1.6849  -4.5696
H  11.8255  0.0213  -3.7804
H  13.1993  0.9971  -3.2921
H  11.9648  2.6446  -2.0812
H  9.4416  1.5505  -3.5271
H  9.7175  2.9843  -2.5406
C  3.6654  -4.2075  -0.8726
C  4.1545  -5.1854  -1.9718
C  3.1963  -5.6051  -3.1739
O  3.5436  -4.6069  -4.0998
C  4.8020  -4.2198  -3.9374
O  5.3388  -3.2822  -4.5253
O  5.2261  -4.6780  -2.7320
H  3.2515  -3.2540  -1.2006
H  4.2969  -4.0986  0.0092
H  2.8877  -4.7197  -0.3060
H  4.6238  -5.9966  -1.4151
H  2.1344  -5.5464  -2.9352
H  3.5059  -6.6149  -3.4434
O  -1.1408  -11.3546  -6.2785
S  -1.1473  -12.7726  -5.9310
O  -1.3584  -13.1524  -4.5620
C  -2.2148  -13.7719  -7.1027
C  -1.2655  -14.8861  -7.5706
C  0.1197  -14.3007  -7.7546
C  0.4639  -13.5105  -6.4523
H  -2.4331  -13.1813  -7.9924
H  -3.1231  -14.1285  -6.6170
H  -1.1979  -15.6786  -6.8253
H  -1.5790  -15.3698  -8.4957
H  0.2241  -13.8295  -8.7320
H  0.8926  -15.0653  -7.8331
H  1.2775  -12.8034  -6.6142
H  0.6612  -14.2063  -5.6368
C  3.8861  3.8064  -6.7676
C  4.5807  4.6932  -5.6959
C  3.9662  4.9068  -4.3595
O  5.6990  5.2088  -5.9443
H  4.2099  2.7680  -6.6969
H  3.7280  4.1810  -7.7789
H  2.8280  3.7707  -6.5083
H  4.2399  4.1853  -3.5897
H  2.8822  4.9334  -4.4702
H  4.3279  5.8315  -3.9098
C  8.0416  -11.1046  -2.4750
C  7.4008  -12.0809  -3.4529
C  7.3272  -13.5462  -2.9117
O  6.9740  -11.7015  -4.5042
H  8.1267  -10.1085  -2.9093
H  9.0568  -11.4886  -2.3751
H  7.6199  -11.2105  -1.4755
H  6.3560  -13.8804  -2.5470
H  8.0281  -13.5714  -2.0773
H  7.7491  -14.1666  -3.7024
C  2.0026  -13.0477  2.1189
C  2.3528  -11.6472  2.6542
C  1.6276  -10.9835  3.8136
O  3.2662  -10.9889  2.1508
H  1.2696  -12.8192  1.3452
H  1.6679  -13.5661  3.0175
H  2.9531  -13.3161  1.6578
H  2.0035  -11.3976  4.7493
H  0.5847  -11.2464  3.6368
H  1.9156  -9.9331  3.8582
C  1.6116  -2.4606  -12.3603
C  0.4098  -2.1128  -11.5218
C  0.5928  -2.5125  -10.0300
O  -0.4607  -1.3946  -11.9409
H  2.5456  -1.9797  -12.0698
H  1.3019  -2.4246  -13.4048
H  1.7744  -3.5379  -12.3278
H  -0.4004  -2.8124  -9.6957
H  0.7032  -1.7428  -9.2662
H  1.3808  -3.2646  -9.9912

## Properties
Relative energy (zero: lowest compared OMol25 entry of this formula, charge and spin) = 38.7 kcal per mole
Gap between HOMO and LUMO = 9.8 eV
Energy = -3005.260595 Eh
Structure (SMILES) = C[C@H]1COC(=O)O1.C[C@H]1COC(=O)O1.C[C@H]1COC(=O)O1.C[C@H]1COC(=O)O1.O=S1(=O)CCCC1.CC(C)=O.CC(C)=O.CC(C)=O.CC(C)=O
LUMO energy = 0.0066 Ha


The following is a quantum chemistry calculation of C32H57AlO5Si4Te as an isolated structure, from the Open Molecules 2025 dataset.

Geometry (Å):
C  -0.1535  -0.2097  -6.3155
C  -0.6385  -1.2013  -5.2290
C  -0.3102  1.2286  -5.7620
C  -1.4043  1.0845  -4.6805
H  -0.5937  1.9219  -6.5684
H  0.6446  1.5372  -5.2988
C  -1.0584  -0.3341  -4.0476
H  0.1629  -1.9099  -4.9753
H  -1.5227  -1.7453  -5.6007
C  0.1238  -0.2355  -3.0949
H  -1.9541  -0.7299  -3.5258
H  -2.3554  0.9065  -5.2115
C  -1.5789  2.2088  -3.7649
C  1.3358  -0.3492  -6.6591
C  -1.0377  -0.3933  -7.6028
O  -1.8135  0.5002  -7.9351
O  2.1543  -0.9251  -5.9448
O  1.6617  0.2414  -7.8173
O  -0.9344  -1.5243  -8.3297
C  0.0499  -2.5756  -8.0818
H  0.1430  -2.8213  -7.0055
H  1.0131  -2.2479  -8.5110
H  -0.3482  -3.4279  -8.6458
C  3.0620  0.2571  -8.1329
H  3.6293  0.7908  -7.3574
H  3.1166  0.7849  -9.0854
H  3.4383  -0.7696  -8.2322
O  -0.4778  0.2930  -1.9734
H  0.9007  0.4626  -3.4224
H  0.5747  -1.2331  -2.9379
C  -2.9438  2.5445  -3.3555
C  -0.4458  3.0485  -3.3741
H  -0.0241  3.5933  -4.2398
H  0.3861  2.4938  -2.9035
H  -0.7752  3.8065  -2.6492
H  -2.9697  2.9189  -2.3230
H  -3.6253  1.6846  -3.4419
H  -3.3460  3.3475  -3.9999
Al  0.0668  -0.1308  -0.4150
C  -1.8218  -1.0402  1.7339
C  -2.2914  -0.8365  0.3382
C  -1.5319  -1.7192  -0.4994
H  -3.1542  -0.1902  0.0375
C  -0.4624  -2.3177  0.2911
C  -0.6394  -1.8817  1.6761
H  0.0930  -2.1551  2.4795
H  -2.1694  -0.2908  2.5400
H  -1.8605  -2.0811  -1.4873
H  0.2048  -3.1460  -0.0532
C  2.0615  1.3997  0.5498
C  2.1865  0.2336  1.4532
C  2.1578  -0.9723  0.6353
H  2.1884  0.2736  2.5894
C  2.1761  -0.5679  -0.7407
C  2.0978  0.9033  -0.7829
H  2.2661  1.5204  -1.6784
H  1.8531  2.4505  0.8756
H  2.2252  -2.0122  1.0352
H  2.4521  -1.2138  -1.5859
C  3.4764  0.1748  4.8183
Si  1.9358  1.1300  5.2581
C  1.9077  1.3564  7.1017
C  1.9866  2.7912  4.4127
Si  -0.0003  -0.0145  4.7718
Te  -0.1806  0.7467  2.3057
Si  0.0067  -2.2132  5.3374
C  0.0339  -2.1575  7.1969
C  -1.5313  -3.0940  4.7676
C  1.5113  -3.1182  4.7240
Si  -1.9476  1.1329  5.2175
C  -1.9477  1.3068  7.0710
C  -1.9329  2.8162  4.4112
C  -3.5147  0.2508  4.7379
H  4.3121  0.8019  5.1565
H  3.5872  -0.0029  3.7450
H  3.5120  -0.7782  5.3543
H  2.8498  1.8615  7.3475
H  1.0725  1.9848  7.4206
H  1.8716  0.3962  7.6243
H  2.0161  2.7048  3.3218
H  1.1402  3.4202  4.7047
H  2.9153  3.2702  4.7503
H  -0.8489  -1.6551  7.6020
H  0.0276  -3.2057  7.5187
H  0.9405  -1.6749  7.5724
H  -1.5979  -3.1495  3.6765
H  -1.4509  -4.1108  5.1736
H  -2.4368  -2.6255  5.1627
H  1.5533  -3.1850  3.6337
H  2.4367  -2.6664  5.0923
H  1.4255  -4.1351  5.1290
H  -1.0963  1.8891  7.4309
H  -2.8753  1.8394  7.3131
H  -1.9621  0.3289  7.5610
H  -1.9332  2.7395  3.3181
H  -2.8606  3.3105  4.7271
H  -1.0780  3.4182  4.7330
H  -3.6416  0.1482  3.6576
H  -3.5766  -0.7351  5.2073
H  -4.3281  0.8796  5.1242

## Properties
Total charge = -2
Gap between HOMO and LUMO (alpha / beta) = 1.9 / 1.9 eV
Energy = -3297.981427 Eh
LUMO energy (alpha / beta) = 0.1454 / 0.1454 Ha


The following is a quantum chemistry calculation of a 7-piece molecular cluster, C32H57Cl2NO13P2 overall, from the Open Molecules 2025 dataset.

Geometry (Å):
C  7.0693  -1.7312  -0.8461
C  6.2041  -0.5296  -1.5062
O  5.3525  -1.1770  -2.5114
C  5.3192  0.2757  -0.3928
C  3.8510  -0.3928  -0.4273
C  3.6371  -1.5865  0.5601
C  2.2571  -2.3255  0.5572
C  1.1056  -1.9047  -0.3805
C  1.3489  -0.6722  -1.3365
C  2.7001  0.1105  -1.3885
P  2.9335  1.5736  -2.5932
O  4.2547  1.3097  -3.6452
O  3.3619  2.8927  -1.5697
C  0.0903  -0.3177  -2.2882
O  0.2992  -0.1248  -3.5052
C  -1.3401  -0.3305  -1.5740
C  -1.5565  -1.5671  -0.6210
C  -2.8924  -1.7706  0.1140
C  -4.0058  -0.6914  -0.1016
C  -3.8306  0.5545  -1.0445
C  -5.0837  1.5741  -1.2123
Cl  -5.4983  1.8644  -3.0049
C  -6.4584  0.9785  -0.5611
C  -6.6400  1.3990  0.9917
Cl  -7.8773  1.8149  -1.4436
C  -2.4431  0.7706  -1.7908
P  -2.0836  2.2760  -2.9088
N  -2.7072  3.6427  -2.3088
O  -2.6590  1.8741  -4.4505
O  -0.3963  2.6213  -3.0040
C  -0.3429  -2.6171  -0.4162
O  -0.5115  -3.8576  -0.3300
H  6.3345  -2.4251  -0.3022
H  7.9269  -1.3713  -0.1890
H  7.4859  -2.3549  -1.7273
H  6.9305  0.1813  -2.0592
H  5.4371  -2.1568  -2.4056
H  5.2972  1.3952  -0.6563
H  5.8283  0.1926  0.6244
H  4.4647  -1.9325  1.2832
H  2.1293  -3.1870  1.2944
H  4.0093  1.4712  -4.5844
H  4.3397  3.0583  -1.6139
H  -3.0429  -2.6781  0.7950
H  -4.9670  -0.8904  0.4967
H  -4.9038  2.5696  -0.6522
H  -6.5959  -0.1415  -0.7155
H  -7.4616  0.7124  1.4237
H  -5.6933  1.2153  1.6106
H  -7.0300  2.4654  1.1266
H  -3.1542  3.4369  -1.4046
H  -2.6752  2.6900  -5.0082
H  -0.2304  3.4876  -2.5484
C  -8.3212  0.6273  5.6377
C  -7.9590  0.3183  4.1987
O  -7.1552  1.3606  3.6587
H  -8.8621  1.5748  5.7019
H  -8.9439  -0.1639  6.0624
H  -7.4203  0.7322  6.2495
H  -8.8604  0.2359  3.5872
H  -7.4065  -0.6245  4.1286
H  -6.3559  1.4220  4.1991
C  -0.5866  -5.0288  3.2112
C  0.6342  -4.8915  4.0990
O  0.9598  -3.5181  4.2793
H  -0.4068  -4.5662  2.2370
H  -0.8432  -6.0801  3.0601
H  -1.4468  -4.5168  3.6533
H  1.4954  -5.3854  3.6437
H  0.4568  -5.3426  5.0805
H  0.1979  -3.0891  4.6905
C  9.7848  -5.3202  0.9600
C  9.9493  -3.8567  1.3191
O  8.6757  -3.2322  1.4327
H  9.2420  -5.4251  0.0170
H  10.7566  -5.8104  0.8640
H  9.2014  -5.8428  1.7237
H  10.5136  -3.3342  0.5437
H  10.4821  -3.7449  2.2686
H  8.1857  -3.6936  2.1262
C  2.7504  4.5315  1.4685
C  3.6717  3.8014  2.4252
O  3.1538  2.5086  2.7154
H  1.7495  4.6280  1.8977
H  3.1343  5.5293  1.2410
H  2.6444  3.9736  0.5339
H  3.7588  4.3494  3.3659
H  4.6731  3.6910  1.9959
H  3.0879  2.0260  1.8796
C  -3.4032  -0.6331  -7.0073
C  -4.7226  -0.3927  -7.7090
O  -5.7414  -0.1788  -6.7469
H  -3.4738  -1.4992  -6.3442
H  -2.6012  -0.8064  -7.7293
H  -3.1348  0.2241  -6.3834
H  -5.0004  -1.2587  -8.3136
H  -4.6653  0.4815  -8.3660
H  -5.4875  0.5939  -6.2247
C  -1.1175  4.7009  1.7659
C  -1.9256  3.7711  2.6492
O  -2.5876  2.7927  1.8562
H  -1.7648  5.1980  1.0386
H  -0.6079  5.4615  2.3625
H  -0.3695  4.1408  1.1968
H  -2.6854  4.3307  3.1991
H  -1.2814  3.2610  3.3723
H  -1.9086  2.2959  1.3793

## Properties
Gap between HOMO and LUMO = 7.2 eV
Energy = -3889.096464 Eh
Structure (SMILES) = C[C@@H](O)Cc1ccc2c(c1P(O)O)C(=O)c1c(ccc([C@@H](Cl)[C@@H](C)Cl)c1P(=N)(O)O)C2=O.CCO.CCO.CCO.CCO.CCO.CCO
LUMO energy = -0.0459 Ha


The following is a quantum chemistry calculation of C32H57N2O2P2Sn as an isolated structure, from the Open Molecules 2025 dataset.

Geometry (Å):
C  2.2146  -1.3109  -1.8913
C  1.5537  0.8407  -2.6567
C  2.9822  -1.5248  -3.0336
C  2.2104  0.5786  -3.8915
C  2.9375  -0.5840  -4.0657
H  3.5646  -2.4443  -3.0976
H  2.1544  1.3533  -4.6544
H  3.4853  -0.7749  -4.9880
N  1.5251  -0.1726  -1.7069
P  0.5840  -2.5575  0.0836
P  0.5202  2.6783  -0.7760
C  2.1992  -2.3828  -0.7912
H  2.4697  -3.3563  -1.2349
H  2.9822  -2.1608  -0.0406
C  0.9641  2.1009  -2.3876
H  0.8948  2.7893  -3.2422
C  -1.2634  3.4508  -0.7501
C  1.8789  3.9425  -0.3672
C  -0.4835  -3.6655  -1.0272
C  0.9903  -3.3592  1.7311
C  -2.2149  2.4029  -0.1329
H  -1.8843  2.1278  0.8802
H  -3.2270  2.8245  -0.0418
H  -2.2816  1.4850  -0.7383
C  -1.3241  4.7207  0.1132
H  -1.0251  4.5240  1.1494
H  -0.7212  5.5415  -0.2941
H  -2.3677  5.0711  0.1377
C  -1.6723  3.7814  -2.1845
H  -2.6621  4.2635  -2.1676
H  -0.9724  4.4814  -2.6628
H  -1.7451  2.8882  -2.8174
C  1.7578  4.3572  1.1124
H  1.6883  3.4723  1.7618
H  2.6584  4.9230  1.3977
H  0.8962  5.0097  1.2939
C  3.2231  3.2322  -0.5946
H  3.2978  2.3218  0.0094
H  3.3535  2.9812  -1.6556
H  4.0408  3.9087  -0.3013
C  1.7959  5.1432  -1.3209
H  1.8443  4.8156  -2.3703
H  0.8981  5.7593  -1.1873
H  2.6662  5.7949  -1.1336
C  -0.3246  -3.8026  2.3970
H  -0.1009  -4.1360  3.4212
H  -1.0447  -2.9722  2.4640
H  -0.7990  -4.6463  1.8772
C  1.6758  -2.3079  2.6224
H  2.6509  -1.9971  2.2225
H  1.0539  -1.4141  2.7782
H  1.8570  -2.7654  3.6080
C  1.9548  -4.5416  1.5478
H  2.8751  -4.2464  1.0257
H  2.2392  -4.9010  2.5473
H  1.5023  -5.3852  1.0157
C  -0.3937  -3.1830  -2.4860
H  0.6199  -3.2912  -2.8950
H  -1.0670  -3.7976  -3.1050
H  -0.7166  -2.1392  -2.5917
C  -1.9473  -3.5623  -0.5525
H  -2.3324  -2.5354  -0.6221
H  -2.5633  -4.1979  -1.2069
H  -2.0739  -3.9345  0.4724
C  -0.0286  -5.1325  -0.9644
H  1.0370  -5.2568  -1.1992
H  -0.2486  -5.6011  0.0033
H  -0.5954  -5.6972  -1.7206
Sn  0.0719  0.0532  0.0514
C  1.9975  0.8624  1.3685
O  2.8724  0.9201  2.1214
N  -3.0966  -0.8555  -1.9686
C  -3.1394  -0.6888  -3.1208
C  -3.1249  -0.3359  -4.5817
C  -2.1670  0.8444  -4.7758
C  -2.6134  -1.5356  -5.3805
C  -4.5539  0.0414  -4.9721
H  -2.6008  1.7590  -4.3515
H  -1.2085  0.6426  -4.2742
H  -1.9611  1.0129  -5.8419
H  -3.2396  -2.4180  -5.2074
H  -2.6128  -1.3162  -6.4549
H  -1.5829  -1.7728  -5.0807
H  -4.6198  0.2875  -6.0370
H  -5.2393  -0.7898  -4.7619
H  -4.8830  0.9083  -4.3801
C  0.7065  1.0698  5.0009
C  -0.1820  0.8196  3.8260
C  -1.5780  0.3516  4.0556
O  0.2575  0.9997  2.6584
H  1.1909  2.0511  4.9092
H  1.4954  0.3036  5.0517
H  0.1290  1.0367  5.9297
H  -2.2861  0.9882  3.5048
H  -1.6979  -0.6854  3.7018
H  -1.8250  0.3837  5.1226

## Properties
Total charge = +1
Gap between HOMO and LUMO = 6.1 eV
Energy = -2410.284358 Eh
LUMO energy = -0.1063 Ha